Record 1
Entry from the OMol25 dataset: an isolated molecule of C5H6O (the ωB97M-V functional and the def2-TZVPD basis).

Geometry as XYZ:
```
12
Properties=species:S:1:pos:R:3:mulliken_charge:R:1
C -0.86542 1.42756 -0.54737 -0.765
C 0.16091 1.17464 0.26377 -0.105
C 0.80294 -0.14995 0.43330 -0.131
C 0.46255 -1.30808 -0.52834 -0.584
C -0.27817 -1.17981 0.71891 0.497
O -1.13022 -1.52876 1.48163 -0.513
H -1.42540 2.35164 -0.46250 0.250
H -1.20853 0.71941 -1.29903 0.194
H 0.46643 1.92326 0.99249 0.297
H 1.77037 -0.18224 0.93360 0.388
H 0.06218 -1.12818 -1.52190 0.216
H 1.18237 -2.11948 -0.46454 0.255
```

HOMO level = -0.324 Eh
Maximum force = 0.74 eV/A
Charge = 0
E_LUMO = 0.880 eV
Structure (SMILES) = C=C[C@@H]1CC1=O

---

Record 2
Entry from the OMol25 dataset: a structure of composition C15H10Cl5NNiO7S2 (the ωB97M-V functional and the def2-TZVPD basis).

Geometry as XYZ:
```
41
Properties=species:S:1:pos:R:3:mulliken_charge:R:1
Ni -0.93977 1.33315 -0.16131 0.030
Cl 1.66493 3.27787 -0.15104 -0.179
C 0.13034 4.08486 -0.07574 1.630
C -1.02129 3.29196 -0.06403 -2.166
C -2.21497 4.00764 0.00263 1.466
Cl -3.70877 3.10000 0.03091 -0.225
C -2.28937 5.39758 0.04785 -0.475
Cl -3.81209 6.22237 0.12695 -0.234
C -1.11337 6.14028 0.02752 0.802
Cl -1.16638 7.87174 0.07663 -0.238
C 0.11101 5.47698 -0.03388 -0.529
Cl 1.57692 6.39925 -0.06125 -0.229
N 3.43955 -1.38127 -1.79749 -0.549
C 2.15563 -0.84269 -1.74520 0.527
O 1.95105 0.30184 -2.06578 -0.564
C 1.08463 -1.84343 -1.37243 -1.177
C -0.13433 -1.23634 -0.67771 -0.305
H 4.14929 -0.66483 -1.82293 0.276
H 3.62676 -2.11971 -1.13815 0.268
H 1.52890 -2.58876 -0.70461 0.297
H 0.78260 -2.38663 -2.27231 0.433
H 0.21430 -0.33032 -0.17483 0.809
H -1.61402 -1.75668 0.72863 0.613
O 1.82576 -0.07247 1.61998 -0.656
S 0.58491 -0.44454 2.28716 1.321
O 0.68147 -0.57219 3.73015 -0.799
O -0.57541 0.35680 1.84334 -0.677
C 0.24229 -2.08464 1.66470 -0.278
C 0.75821 -3.18054 2.27817 -0.460
C 0.51180 -4.47858 1.78514 -0.626
C -0.30610 -4.64559 0.63564 -0.511
C -0.85229 -3.58085 -0.00165 -0.830
C -0.63412 -2.17523 0.45891 0.252
S -1.52564 -0.86132 -1.79831 1.653
O -1.23511 0.50966 -2.25601 -0.721
O -1.48410 -1.86386 -2.85274 -0.776
O -2.71251 -0.92958 -0.95679 -0.741
H 1.35231 -3.03792 3.17363 0.420
H 0.93505 -5.33935 2.28670 0.372
H -0.49967 -5.64653 0.26357 0.363
H -1.46838 -3.70816 -0.88401 0.413
```

HOMO level (spin up / spin down) = -0.073 / -0.049 Eh
Maximum force = 0.73 eV/A
<S²> = 2.044
Charge = -2
E_LUMO (spin up / spin down) = 4.231 / 4.230 eV
Multiplicity = 3

---

Record 3
Entry from the OMol25 dataset: the ion C5H10N2 with charge +2 in a non-equilibrium geometry (the ωB97M-V functional and the def2-TZVPD basis).

Geometry as XYZ:
```
17
Properties=species:S:1:pos:R:3:mulliken_charge:R:1
C 1.27722 -0.62932 0.35015 0.073
C 0.90767 -1.20313 -0.87358 0.164
C -0.33839 1.09031 0.47012 0.034
C 1.68060 -2.14523 -1.50591 -1.283
C -2.24434 2.59235 1.22614 -0.563
N 0.63271 0.27854 0.99461 -0.053
N -1.21979 1.60035 1.22856 -0.009
H 2.05359 -1.19055 0.99209 0.336
H 0.03094 -0.95065 -1.48756 0.362
H -0.22505 1.47082 -0.50867 0.425
H 2.66465 -2.41948 -1.04196 0.358
H 1.76450 -2.03028 -2.58865 0.391
H 1.05993 -3.13387 -1.64862 0.390
H -2.08461 3.32325 0.25238 0.347
H -3.13174 2.05450 1.05963 0.339
H -2.23710 3.28519 2.03148 0.322
H 0.96411 0.47511 1.98583 0.367
```

HOMO level (spin up / spin down) = -0.671 / -0.771 Eh
Maximum force = 4.60 eV/A
<S²> = 2.025
Charge = +2
E_LUMO (spin up / spin down) = -9.415 / -12.414 eV
Multiplicity = 3

---

Record 4
Entry from the OMol25 dataset: a structure of composition C4H7AlO in a non-equilibrium geometry (the ωB97M-V functional and the def2-TZVPD basis).

Geometry as XYZ:
```
13
Properties=species:S:1:pos:R:3:mulliken_charge:R:1
C -1.39152 -0.17350 0.71717 -0.487
C -0.31776 0.62632 -0.01112 0.094
C 1.00974 0.03048 -0.11337 -0.226
O 2.03059 0.68775 -0.45010 -0.241
Al 3.50083 0.15380 -0.01565 0.445
H -1.09835 -1.13221 1.14731 0.262
H -0.34402 1.71340 0.07350 0.421
H -2.07684 0.41453 1.32616 0.269
H 1.03498 -1.05440 -0.34850 0.482
C -1.45969 -0.05479 -0.75689 -0.551
H -1.20977 -0.92867 -1.35998 0.255
H -2.19313 0.61872 -1.19870 0.275
H 2.51492 -0.90144 0.99017 0.002
```

HOMO level (spin up / spin down) = -0.476 / -0.557 Eh
Maximum force = 4.93 eV/A
<S²> = 0.755
Charge = +1
E_LUMO (spin up / spin down) = -5.407 / -6.422 eV
Multiplicity = 2

---

Record 5
Entry from the OMol25 dataset: a structure of composition C21H18AlN6O8 in a non-equilibrium geometry (the ωB97M-V functional and the def2-TZVPD basis).

Geometry as XYZ:
```
54
Properties=species:S:1:pos:R:3:mulliken_charge:R:1
Al 0.09751 -0.51986 -0.47058 0.063
O 0.08410 4.21303 -1.97451 -0.451
C -0.57478 3.14694 -1.52787 -0.027
O -1.46464 2.60332 -2.12469 -0.527
C -0.18573 2.78222 -0.12992 0.597
C 0.08334 3.82715 0.73812 -0.399
C 0.19886 3.57988 2.09724 -0.560
C -0.01682 2.29543 2.54556 -0.660
C -0.26355 1.30204 1.61321 0.423
N -0.30269 1.50441 0.28873 0.105
C -0.59125 -0.10365 2.05516 0.289
O -0.78629 -0.37146 3.20654 -0.591
O -0.65571 -0.94256 1.04373 -0.394
H -0.27523 4.49774 -2.82596 0.391
H 0.18230 4.82597 0.34195 0.523
H 0.42410 4.38422 2.78298 0.518
H -0.00145 2.02567 3.59208 0.546
C 1.88778 -5.21028 -1.97706 -1.085
C 1.22359 -4.81514 -0.64526 -0.464
C 0.60779 -3.51717 -0.73900 0.553
N 0.11051 -2.49313 -0.85681 -0.195
H 2.40546 -6.15709 -1.84581 0.351
H 2.60621 -4.44794 -2.27262 0.295
H 1.14652 -5.32630 -2.76546 0.346
H 1.97848 -4.76440 0.14226 0.267
H 0.46564 -5.53937 -0.34295 0.369
N -3.68884 -0.86401 -4.09185 -0.408
C -2.42783 -0.50787 -3.79038 0.300
C -1.89138 -0.66310 -2.49865 -0.212
N -0.63809 -0.30328 -2.24960 0.746
C 0.12240 0.17837 -3.23871 -0.347
C -0.42373 0.32202 -4.50203 -0.487
N -1.67258 -0.00742 -4.77404 -0.586
H -4.30896 -1.25002 -3.40497 0.198
H -4.02277 -0.70946 -5.02646 0.245
H -2.46456 -1.05619 -1.66734 0.380
H 1.14376 0.43834 -2.99880 0.518
H 0.15792 0.72532 -5.32150 0.413
O 3.16690 -1.90003 -1.19209 -0.626
C 2.99952 -0.78461 -0.75710 0.075
O 1.78354 -0.29601 -0.55055 0.163
C 4.14667 0.11122 -0.41345 0.606
C 5.43165 -0.42510 -0.46303 -0.804
C 6.53057 0.35048 -0.13500 -0.545
C 6.36122 1.66902 0.24875 -0.550
C 5.08134 2.19885 0.27585 -0.130
C 3.96847 1.43838 -0.04918 -0.030
N 4.90175 3.59806 0.66902 1.026
O 5.89332 4.27077 0.83944 -0.594
O 3.75789 4.00683 0.79662 -0.594
H 5.54760 -1.45778 -0.76313 0.491
H 7.52339 -0.07521 -0.17206 0.411
H 7.19821 2.29177 0.52996 0.502
H 2.98778 1.88777 -0.03059 0.554
```

HOMO level = -0.446 Eh
Maximum force = 1.29 eV/A
Charge = +1
E_LUMO = -3.338 eV

---

Record 6
Entry from the OMol25 dataset: a structure of composition C11H13Br2NO9P2V in a non-equilibrium geometry (the ωB97M-V functional and the def2-TZVPD basis).

Geometry as XYZ:
```
39
Properties=species:S:1:pos:R:3:mulliken_charge:R:1
V 1.47299 -0.78471 -0.47304 0.769
Br 2.03186 -3.44724 -0.10687 0.024
C 3.99036 -3.24580 -0.08887 -0.598
Br 4.47597 -1.45520 -0.65112 -0.123
H 4.42958 -3.95352 -0.78796 0.400
H 4.34150 -3.39387 0.92899 0.350
C 0.39285 2.82647 2.11149 -1.911
C 1.36470 1.82181 1.53389 1.508
O 2.69989 2.01794 1.96398 -0.655
P 1.51075 1.97492 -0.27440 0.693
O 0.05730 2.21281 -0.80303 -0.488
O 2.23201 3.36368 -0.53704 -0.528
O 2.25743 0.88517 -0.96982 -0.706
P 0.93227 0.10099 2.03420 0.564
O -0.51390 -0.14172 1.30455 -0.239
O 0.82383 0.00877 3.49398 -0.797
O 1.92427 -0.80832 1.32795 -0.352
H 0.75106 3.83929 1.94306 0.404
H 0.29072 2.64945 3.18115 0.429
H -0.57396 2.70484 1.62996 0.386
H 2.76151 1.70252 2.87981 0.444
H -0.06315 1.75393 -1.67066 0.408
H 3.18200 3.31035 -0.41382 0.358
H -1.17534 -0.24440 1.99512 0.247
O 0.00889 0.42078 -2.65832 -0.796
C -0.61831 -0.44905 -2.04461 0.038
N -0.01694 -1.47768 -1.41397 -0.464
C -0.94347 -2.21339 -0.70917 0.379
O -0.68692 -3.16199 0.00347 -0.722
C -2.28245 -1.60369 -0.95304 0.422
C -3.53135 -1.89629 -0.45125 -0.549
C -4.58016 -1.05412 -0.81630 -0.478
C -4.37331 0.03651 -1.64716 -0.526
C -3.10845 0.33686 -2.14395 -0.498
C -2.07528 -0.50463 -1.79062 0.787
H -3.67585 -2.74298 0.20167 0.511
H -5.57339 -1.25324 -0.44195 0.408
H -5.20792 0.67138 -1.90868 0.401
H -2.93160 1.19339 -2.77762 0.502
```

HOMO level (spin up / spin down) = -0.267 / -0.366 Eh
Maximum force = 3.60 eV/A
<S²> = 3.757
Charge = 0
E_LUMO (spin up / spin down) = -0.431 / -0.441 eV
Multiplicity = 4

---

Q: charge of number 6 (C11H13Br2NO9P2V)?
A: 0